Entry 1:
The following is a DFT calculation (wB97M-V/def2-TZVPD) of a molecular structure, C25H27AsInN7OS4Se.

- Charge: -2
- HOMO: -1.87 eV
- Multiplicity: 1
- ΔE to the lowest compared entry with this formula, charge and spin: 54.64 kJ/mol
- HOMO-LUMO gap: 5.96 eV
- Energy: -213546.891 eV

Atoms and positions in Å:
In -0.22 -0.34 -0.85
C -1.06 -4.53 3.93
C -1.14 -3.19 3.26
C -2.36 -2.68 2.80
C -2.43 -1.49 2.10
C -1.28 -0.74 1.83
N -1.27 0.38 1.00
C -2.04 1.45 1.29
C -2.76 1.58 2.50
C -3.49 2.70 2.83
C -3.56 3.81 2.00
C -4.31 5.06 2.37
C -2.84 3.73 0.81
C -2.12 2.60 0.45
N -1.47 2.66 -0.82
C -1.98 3.25 -1.92
C -1.00 3.26 -2.88
C 0.08 2.62 -2.27
N -0.20 2.26 -1.03
C -0.07 -1.26 2.29
C 0.01 -2.46 2.98
N 1.15 -0.58 1.99
C 2.20 -0.37 2.81
C 3.17 0.29 2.09
C 2.61 0.45 0.82
N 1.40 -0.08 0.77
H -2.04 -4.84 4.31
H -0.36 -4.51 4.78
H -0.71 -5.29 3.23
H -3.26 -3.26 2.94
H -3.37 -1.17 1.66
H -2.74 0.76 3.20
H -4.03 2.72 3.78
H -5.14 4.83 3.05
H -4.73 5.55 1.49
H -3.67 5.79 2.88
H -2.82 4.58 0.14
H -3.01 3.57 -1.94
H -1.08 3.62 -3.90
H 1.04 2.36 -2.69
H 0.98 -2.86 3.24
H 2.17 -0.71 3.83
H 4.14 0.60 2.42
H 3.02 0.91 -0.06
S -2.24 -3.37 -3.94
As -2.44 -2.37 -2.09
S -0.57 -2.76 -0.86
S -2.15 -0.16 -2.42
S -4.16 -2.73 -0.94
C 4.10 -1.55 -4.10
N 3.37 -0.54 -3.33
C 4.12 0.55 -2.72
C 2.11 -0.76 -2.94
C 1.35 -1.88 -3.56
O 1.59 0.03 -2.11
H 5.15 -1.28 -4.10
H 3.74 -1.60 -5.13
H 4.00 -2.53 -3.64
H 5.07 0.65 -3.24
H 4.33 0.33 -1.68
H 3.55 1.48 -2.80
H 1.68 -2.07 -4.58
H 0.28 -1.67 -3.56
H 1.50 -2.78 -2.96
Se 6.94 -1.62 -1.08
C 5.19 -2.09 -0.90
N 4.05 -2.32 -0.82

Löwdin population analysis, charges in e, atoms 1 to 4: In 0.231; C -0.063; C -0.280; C -0.037



Entry 2:
The following is a DFT calculation (wB97M-V/def2-TZVPD) of 2 unconnected molecules or ions with the total composition C25H27BBr2NO3.

- Charge: +1
- HOMO: -10.36 eV
- Multiplicity: 1
- ΔE to the lowest compared entry with this formula, charge and spin: 91.18 kJ/mol
- HOMO-LUMO gap: 5.32 eV
- Energy: -174750.403 eV

Atoms and positions in Å:
C 2.46 -4.06 0.57
C 2.32 -2.62 0.61
C 2.64 -1.65 -0.30
C 2.41 -0.39 0.34
C 1.93 -0.66 1.61
B 1.63 0.05 3.06
O 0.28 -0.34 3.38
C 0.21 -1.50 4.22
C 1.53 -1.66 4.94
N 2.40 -0.56 4.40
C 3.80 -0.98 4.24
C 2.29 0.69 5.25
C 2.57 1.84 4.28
O 2.05 1.44 3.01
O 1.88 -2.03 1.76
H 3.25 -4.28 -0.15
H 2.70 -4.52 1.53
H 1.55 -4.53 0.17
H 3.03 -1.82 -1.29
H 2.54 0.60 -0.09
H -0.61 -1.36 4.93
H 0.00 -2.39 3.60
H 1.40 -1.54 6.02
H 1.98 -2.63 4.72
H 4.37 -0.72 5.14
H 3.83 -2.08 4.12
H 4.25 -0.51 3.35
H 1.27 0.76 5.67
H 3.00 0.68 6.08
H 2.04 2.76 4.59
H 3.65 2.04 4.22
Br -2.20 2.89 6.82
C -1.73 2.53 5.02
C -2.18 1.36 4.39
C -1.67 1.00 3.15
C -0.76 1.84 2.45
C -0.09 1.40 1.25
C 0.46 2.36 0.38
C 0.24 2.41 -0.99
C 0.26 3.61 -1.76
C -0.03 3.58 -3.15
C 0.13 4.71 -3.94
C 0.53 5.92 -3.35
Br 0.92 7.43 -4.44
C 0.69 6.02 -1.95
C 0.55 4.87 -1.16
C -0.46 3.10 3.04
C -0.91 3.41 4.32
H -2.90 0.71 4.88
H -1.98 0.08 2.67
H -0.22 0.37 0.91
H 1.11 3.11 0.82
H -0.05 1.48 -1.49
H -0.34 2.63 -3.58
H -0.04 4.65 -5.01
H 0.95 6.96 -1.49
H 0.68 4.93 -0.08
H 0.19 3.79 2.51
H -0.61 4.35 4.78

Löwdin population analysis, charges in e, atoms 1 to 4: C -0.015; C -0.332; C -0.016; C -0.024



Entry 3:
The following is a DFT calculation (wB97M-V/def2-TZVPD) of a molecular structure, C25H27BF5N7OS2V.

- HOMO (alpha / beta): -7.05 / -8.38 eV
- Multiplicity: 4
- ΔE to the lowest compared entry with this formula, charge and spin: 60.52 kJ/mol
- HOMO-LUMO gap (alpha / beta): 6.02 / 7.19 eV
- Energy: -100464.360 eV

Atoms and positions in Å:
V -0.97 0.11 0.21
C -2.02 -1.38 4.13
C -1.78 -0.58 2.89
N -1.03 -1.03 1.85
N -0.59 -2.35 1.98
C 0.72 -2.64 2.17
N 0.91 -3.98 2.35
S 1.95 -1.54 2.20
C -2.33 0.74 2.72
C -3.07 1.42 3.69
C -3.49 2.70 3.44
C -3.15 3.32 2.24
C -2.44 2.60 1.31
N -2.05 1.33 1.53
H -1.16 -2.01 4.35
H -2.91 -2.01 4.05
H -2.16 -0.73 4.99
H -1.28 -3.00 2.33
H 0.22 -4.65 2.06
H 1.87 -4.29 2.38
H -3.32 0.94 4.63
H -4.06 3.24 4.19
H -3.44 4.34 2.02
H -2.14 3.02 0.36
F -7.51 1.39 0.01
C -6.25 1.32 -0.43
C -5.43 0.29 0.00
F -5.89 -0.63 0.86
C -4.14 0.24 -0.46
F -3.35 -0.77 0.00
C -3.59 1.17 -1.33
S -1.89 1.02 -1.84
C -4.44 2.18 -1.74
F -4.01 3.13 -2.58
C -5.75 2.26 -1.30
F -6.54 3.25 -1.72
B 2.22 3.44 0.76
C 1.26 2.19 0.59
N 0.55 1.28 0.47
H 3.19 3.06 1.40
H 1.57 4.29 1.35
H 2.51 3.78 -0.37
C 5.08 0.88 -3.94
C 5.34 -0.46 -3.27
N 4.22 -0.93 -2.46
C 4.38 -0.86 -1.00
C 4.46 0.56 -0.48
C 3.19 -1.53 -3.10
O 3.20 -1.76 -4.30
C 1.95 -1.92 -2.33
C 1.39 -3.16 -2.54
C 0.18 -3.47 -1.96
C -0.45 -2.51 -1.19
N 0.07 -1.30 -0.98
C 1.26 -1.02 -1.54
H 5.93 1.17 -4.55
H 4.90 1.66 -3.20
H 4.21 0.82 -4.59
H 6.20 -0.40 -2.61
H 5.55 -1.22 -4.03
H 5.30 -1.40 -0.75
H 3.58 -1.41 -0.53
H 5.36 1.07 -0.83
H 4.49 0.56 0.61
H 3.61 1.16 -0.78
H 1.90 -3.87 -3.19
H -0.30 -4.43 -2.11
H -1.42 -2.69 -0.75
H 1.64 -0.02 -1.36

Löwdin population analysis, charges in e, atoms 1 to 4: V 0.613; C -0.013; C -0.226; N -0.084



Entry 4:
The following is a DFT calculation (wB97M-V/def2-TZVPD) of a molecular structure, C25H27Cl3N4O3PtS2.

- HOMO (alpha / beta): -6.45 / -6.45 eV
- Multiplicity: 1
- ΔE to the lowest compared entry with this formula, charge and spin: 183.06 kJ/mol
- HOMO-LUMO gap (alpha / beta): 6.83 / 6.83 eV
- Energy: -100946.977 eV

Atoms and positions in Å:
Pt 1.87 -1.85 -0.64
N 2.52 -3.50 2.47
C 2.22 -2.21 2.83
C 2.21 -1.81 4.17
C 1.95 -0.48 4.46
C 1.70 0.41 3.42
C 1.70 -0.08 2.13
N 1.94 -1.36 1.84
H 2.98 -4.07 3.17
H 2.93 -3.57 1.55
H 2.42 -2.52 4.96
H 1.95 -0.14 5.49
H 1.51 1.46 3.60
H 1.50 0.52 1.25
O 1.68 0.01 -0.95
O 4.74 -2.25 0.53
S 4.38 -1.57 -0.76
C 5.84 -1.79 -1.83
C 6.75 -0.61 -1.53
C 5.82 0.60 -1.49
C 4.65 0.21 -0.59
H 5.50 -1.79 -2.87
H 6.23 -2.78 -1.58
H 7.53 -0.51 -2.29
H 7.23 -0.76 -0.56
H 5.46 0.82 -2.49
H 6.32 1.50 -1.12
H 3.68 0.68 -0.78
H 4.89 0.30 0.47
Cl -6.85 4.95 -4.01
C -5.74 3.83 -3.27
C -6.10 3.16 -2.12
C -5.20 2.28 -1.55
C -3.95 2.05 -2.10
C -2.99 1.06 -1.46
C -3.07 -0.28 -2.17
N -2.11 -1.20 -1.60
C -2.38 -2.25 -0.75
C -1.17 -2.74 -0.35
N -0.18 -2.00 -0.96
C -0.77 -1.09 -1.70
O -3.31 0.82 -0.11
C -2.57 1.59 0.83
C -2.39 0.78 2.08
C -1.56 1.14 3.10
Cl -0.62 2.58 3.14
S -1.56 0.03 4.40
C -2.68 -0.97 3.58
C -3.04 -0.46 2.37
C -3.62 2.75 -3.26
Cl -2.07 2.52 -4.01
C -4.50 3.64 -3.86
H -7.07 3.33 -1.68
H -5.46 1.75 -0.64
H -1.97 1.44 -1.55
H -2.87 -0.16 -3.24
H -4.06 -0.71 -2.05
H -3.39 -2.52 -0.49
H -0.95 -3.53 0.34
H -0.23 -0.32 -2.23
H -3.12 2.52 1.05
H -1.59 1.86 0.43
H -3.00 -1.90 4.03
H -3.72 -0.94 1.69
H -4.22 4.17 -4.75

Löwdin population analysis, charges in e, atoms 1 to 4: Pt 0.788; N 0.121; C -0.396; C -0.029



Entry 5:
The following is a DFT calculation (wB97M-V/def2-TZVPD) of a molecular structure, C25H27CuINO6Te.

- Charge: +1
- HOMO (alpha / beta): -11.13 / -11.11 eV
- Multiplicity: 2
- HOMO-LUMO gap (alpha / beta): 8.65 / 6.67 eV
- Energy: -100165.204 eV

Atoms and positions in Å:
Cu -0.48 -0.50 -0.07
O 1.51 3.15 0.73
C 0.68 2.15 0.83
O -0.07 1.81 -0.07
C 0.68 1.47 2.18
O 0.20 0.14 2.11
C 1.24 -0.83 2.17
C 2.01 -0.96 0.82
O 3.12 -1.43 0.80
O 1.38 -0.52 -0.21
H 1.46 3.60 -0.13
H 1.68 1.53 2.62
H -0.02 2.04 2.81
H 1.96 -0.59 2.97
H 0.76 -1.78 2.41
Te 0.56 0.51 -2.58
C 0.29 0.15 -4.71
C -0.82 -0.51 -5.23
C -0.99 -0.62 -6.60
C -0.04 -0.08 -7.46
C 1.07 0.56 -6.95
C 1.24 0.67 -5.57
C -0.76 2.19 -2.79
C -2.12 2.02 -2.97
C -2.96 3.13 -2.99
C -2.43 4.40 -2.84
C -1.06 4.57 -2.69
C -0.23 3.47 -2.65
H -1.56 -0.94 -4.56
H -1.86 -1.12 -6.99
H -0.18 -0.17 -8.53
H 1.81 0.98 -7.61
H 2.12 1.17 -5.18
H -2.53 1.03 -3.11
H -4.02 2.99 -3.12
H -3.09 5.26 -2.85
H -0.65 5.56 -2.60
H 0.84 3.59 -2.54
C -4.57 -0.20 -0.75
C -4.42 0.59 0.56
C -2.91 0.78 0.65
O -2.38 -0.45 0.17
C -3.23 -0.96 -0.86
H -4.69 0.46 -1.60
H -5.41 -0.88 -0.71
H -4.78 0.00 1.40
H -4.94 1.54 0.53
H -2.55 0.90 1.68
H -2.57 1.62 0.03
H -3.33 -2.03 -0.69
H -2.76 -0.80 -1.84
I -2.13 -6.01 2.11
C -0.96 -4.85 0.79
C 0.08 -5.42 0.06
C 0.78 -4.61 -0.81
C 0.44 -3.27 -0.91
N -0.53 -2.73 -0.19
C -1.22 -3.49 0.65
H 0.33 -6.46 0.17
H 1.59 -4.99 -1.41
H 0.97 -2.60 -1.58
H -1.99 -3.00 1.24

Löwdin population analysis, charges in e, atoms 1 to 4: Cu 0.544; O 0.193; C -0.457; O -0.022



Entry 6:
The following is a DFT calculation (wB97M-V/def2-TZVPD) of a molecular structure, C25H27FFeN3O13P3S.

- Charge: -2
- HOMO (alpha / beta): -2.75 / -2.74 eV
- Multiplicity: 1
- HOMO-LUMO gap (alpha / beta): 6.98 / 6.97 eV
- Energy: -133269.955 eV

Atoms and positions in Å:
Fe -1.24 0.33 0.84
C -3.04 -2.79 3.12
C -2.23 -2.26 1.96
O -1.52 -1.29 2.18
C -2.32 -2.89 0.66
C -3.20 -3.96 0.42
C -3.35 -4.52 -0.82
C -2.61 -3.99 -1.90
C -1.74 -2.95 -1.71
C -1.55 -2.35 -0.42
O -0.70 -1.41 -0.28
H -2.74 -2.25 4.01
H -2.89 -3.87 3.26
H -4.10 -2.59 2.94
H -3.77 -4.36 1.25
H -4.05 -5.33 -0.98
H -2.73 -4.41 -2.89
H -1.18 -2.52 -2.54
O -2.96 0.52 4.02
P -3.53 1.33 2.76
O -4.46 2.39 3.17
O -2.36 1.70 1.84
O -4.31 0.10 2.00
P -4.43 0.10 0.38
O -5.23 -1.29 0.16
O -5.25 1.21 -0.15
O -3.03 -0.13 -0.14
H -1.97 0.50 3.98
H -4.60 -2.02 0.29
S -3.31 3.53 -0.99
C -3.11 2.32 -2.17
C -1.94 1.68 -1.99
N -1.17 2.16 -0.93
C -1.79 3.15 -0.34
H -3.89 2.10 -2.89
H -1.56 0.85 -2.57
H -1.38 3.69 0.50
C 2.16 1.78 -0.93
P 1.32 0.22 -1.48
C 2.23 -0.95 -0.39
C 2.28 0.01 -3.04
C 3.19 -1.01 -3.30
C 3.81 -1.14 -4.55
C 3.52 -0.24 -5.57
C 2.60 0.78 -5.33
C 1.99 0.90 -4.09
H 1.89 2.60 -1.60
H 3.25 1.66 -0.91
H 1.78 2.01 0.07
H 3.30 -0.75 -0.39
H 2.02 -1.97 -0.69
H 1.81 -0.80 0.61
H 3.44 -1.73 -2.52
H 4.51 -1.94 -4.72
H 4.00 -0.34 -6.53
H 2.36 1.48 -6.12
H 1.26 1.69 -3.92
F 5.00 -0.70 1.09
C 4.50 0.49 1.43
C 3.49 0.56 2.28
N 3.00 1.76 2.74
C 1.87 1.74 3.68
C 0.59 1.09 3.13
O -0.22 0.81 4.01
O 0.56 0.94 1.87
C 3.48 2.96 2.26
O 3.11 4.05 2.64
N 4.48 2.82 1.31
C 5.09 1.67 0.84
O 5.99 1.72 0.04
H 3.01 -0.33 2.67
H 1.62 2.77 3.93
H 2.14 1.20 4.58
H 4.81 3.68 0.90

Löwdin population analysis, charges in e, atoms 1 to 4: Fe 0.679; C -0.004; C -0.371; O 0.018



Entry 7:
The following is a DFT calculation (wB97M-V/def2-TZVPD) of a molecular structure, C25H27GeMnN4O6S.

- Charge: +1
- HOMO (alpha / beta): -11.22 / -11.09 eV
- Multiplicity: 6
- ΔE to the lowest compared entry with this formula, charge and spin: 367.68 kJ/mol
- HOMO-LUMO gap (alpha / beta): 7.94 / 4.87 eV
- Energy: -143276.206 eV

Atoms and positions in Å:
Mn 0.14 -0.62 -0.26
O -2.36 1.36 0.78
S -1.40 0.45 1.32
O -1.49 0.11 2.71
O -1.49 -0.88 0.48
O 0.02 0.85 0.93
C -1.02 -4.03 -1.23
Ge 0.15 -3.02 0.01
C 1.93 -3.94 0.07
C 3.07 -3.32 0.56
C 4.24 -4.03 0.75
C 4.29 -5.38 0.42
C 3.17 -6.01 -0.10
C 1.99 -5.29 -0.28
C -0.66 -3.26 1.82
C -1.88 -3.93 1.92
C -2.48 -4.17 3.14
C -1.88 -3.71 4.31
C -0.67 -3.00 4.26
C -0.07 -2.50 5.43
C 1.08 -1.74 5.38
C 1.64 -1.43 4.14
C 1.07 -1.91 2.98
C -0.07 -2.73 3.00
H -1.17 -5.06 -0.89
H -0.57 -4.07 -2.23
H -1.99 -3.54 -1.31
H 3.06 -2.26 0.80
H 5.12 -3.54 1.15
H 5.21 -5.94 0.57
H 3.21 -7.05 -0.36
H 1.12 -5.79 -0.68
H -2.38 -4.28 1.02
H -3.42 -4.69 3.19
H -2.35 -3.87 5.27
H -0.52 -2.74 6.39
H 1.54 -1.36 6.28
H 2.52 -0.80 4.10
H 1.47 -1.61 2.02
N 6.26 1.67 -1.10
C 5.33 0.99 -0.39
O 5.34 0.89 0.82
C 4.24 0.32 -1.18
C 4.42 -0.25 -2.44
C 3.37 -0.93 -3.02
C 2.18 -1.04 -2.33
N 2.00 -0.50 -1.12
C 3.01 0.17 -0.56
H 6.97 2.16 -0.59
H 6.18 1.83 -2.08
H 5.38 -0.19 -2.95
H 3.47 -1.40 -3.99
H 1.33 -1.58 -2.74
H 2.86 0.59 0.42
C -3.26 2.12 -3.77
N -1.99 1.59 -3.30
C -1.85 0.55 -2.48
N -2.96 -0.15 -2.15
O -0.68 0.19 -2.15
H -3.07 3.01 -4.36
H -3.90 2.40 -2.93
H -3.78 1.39 -4.40
H -1.14 2.06 -3.57
H -3.84 0.33 -2.21
H -2.85 -0.72 -1.33

Löwdin population analysis, charges in e, atoms 1 to 4: Mn 0.725; O -0.266; S 0.353; O -0.261